Entry 1:
The following is a DFT calculation (ωB97M-V/def2-TZVPD) of a structure of composition H10Na3O6.

CARTESIAN COORDINATES (ANGSTROEM)
Na -0.06501 -3.23688 -0.90211
Na 0.31163 0.59261 -2.09201
Na -2.49759 -0.33616 0.70709
O -0.44526 -1.02219 -0.53368
H -0.18083 -0.13339 -0.31811
O 2.18194 0.84813 -0.88541
H 3.02023 0.75859 -1.34105
O -3.38283 -1.00250 -1.40962
H -2.54989 -1.15663 -1.87373
H -4.04238 -0.81540 -2.08857
O 1.64611 -1.01837 1.15334
H 2.19338 -0.31240 0.73122
H 0.97739 -1.13085 0.45897
O -0.75160 0.03405 2.42793
H 0.09175 -0.35250 2.07664
H -1.13736 -0.67002 2.96337
O 1.17070 3.05769 0.43794
H 1.51371 2.28102 -0.06233
H 1.94589 3.61520 0.55012

Output
- Gap between HOMO and LUMO: 6.729 eV
- LUMO: -4.55 eV
- Net charge: +1
- Energy: -25693.4801 eV
- Energy relative to the best compared isomer or geometry (same formula, charge and spin): 0.0 kJ/mol
- HOMO level: -11.277 eV

Entry 2:
The following is a DFT calculation (ωB97M-V/def2-TZVPD) of a cluster of 2 separate species, C3H7NO2Se in total.

CARTESIAN COORDINATES (ANGSTROEM)
C 1.70049 -0.09499 0.27909
C -1.64495 -1.30951 0.50770
C 1.28635 0.20878 -1.08041
N 0.43836 1.16512 -1.52848
O 2.60895 -0.86360 0.55816
O 0.90547 0.51256 1.16318
Se -2.63131 0.30567 0.47163
H -1.93064 -1.83663 -0.37387
H -1.10296 -1.64489 1.38854
H 1.69861 -0.36756 -1.92230
H 0.52958 1.37736 -2.50998
H 1.18566 0.43950 2.07695
H 0.10655 1.91860 -0.89028
H -3.15016 0.18959 1.86008

Output
- Gap between HOMO and LUMO (alpha / beta): 7.172 / 8.161 eV
- LUMO (alpha / beta): -0.03 / 0.26 eV
- Energy: -74152.6482 eV
- Energy relative to the best compared isomer or geometry (same formula, charge and spin): 234.4 kJ/mol
- HOMO level (alpha / beta): -7.200 / -7.898 eV

Entry 3:
The following is a DFT calculation (ωB97M-V/def2-TZVPD) of a structure of composition C19H15BiBrNO5S3Se.

CARTESIAN COORDINATES (ANGSTROEM)
Bi -0.49095 -0.08161 -0.03463
C -1.26834 5.71720 3.20614
C -0.41425 4.79838 2.38349
C 0.97113 4.77011 2.48609
C 1.71752 3.89436 1.71440
C 1.01989 3.06850 0.85642
Br 1.99026 1.83501 -0.26476
N -0.28428 3.07618 0.72103
C -0.98834 3.92008 1.47128
H -0.66776 6.46402 3.72125
H -1.82586 5.14925 3.95268
H -1.99583 6.23259 2.57856
H 1.48027 5.43510 3.17279
H 2.79476 3.84792 1.77600
H -2.06339 3.89127 1.32581
O -0.47813 -1.00005 -1.88920
C -1.52309 -1.87759 -2.33669
C -1.79601 -1.50235 -3.78489
C -2.93203 -1.65301 -4.51775
C -2.79425 -1.16092 -5.84493
C -1.56084 -0.64340 -6.08106
S -0.55078 -0.73724 -4.69499
C -1.01837 -3.31336 -2.28693
C -0.54412 -4.02602 -3.34933
C -0.01920 -5.29313 -2.98659
C -0.08953 -5.51434 -1.64904
S -0.79568 -4.19646 -0.81499
C -2.80741 -1.61604 -1.55815
C -3.30856 -0.37102 -1.26655
C -4.54335 -0.42142 -0.56923
C -4.97506 -1.69483 -0.37928
S -3.87849 -2.84229 -1.02563
H -3.83201 -2.11340 -4.13407
H -3.58836 -1.17961 -6.57758
H -1.17906 -0.21145 -6.99246
H -0.55756 -3.65052 -4.36250
H 0.39016 -5.99383 -3.69981
H 0.23661 -6.37534 -1.08751
H -2.85174 0.54734 -1.61674
H -5.08485 0.45507 -0.24264
H -5.88629 -2.03031 0.08881
O 1.03671 -1.36072 0.76846
Se 0.08907 -1.80049 2.12397
O 0.21814 -0.60484 3.16392
O -1.38378 -1.57598 1.28542
O 0.33449 -3.25175 2.67680

Output
- Gap between HOMO and LUMO: 8.373 eV
- LUMO: -0.23 eV
- Energy: -205404.7951 eV
- Energy relative to the best compared isomer or geometry (same formula, charge and spin): 71.9 kJ/mol
- HOMO level: -8.605 eV